Below is a cluster of 17 separate species, C20H74N10O17 in total at a distorted geometry, with properties calculated with ωB97M-V/def2-TZVPD.

Bonds (Å) are listed after each position.
Atoms and positions in Å:
1 C -3.93200 9.67800 -6.32800  C2 1.525, H4 1.122, H5 1.073, H6 1.055
2 C -4.66100 8.47800 -6.92400  C1 1.525, O3 1.366, H7 1.107, H8 1.100
3 O -5.53200 7.98100 -5.99600  C2 1.366, H9 0.941
4 H -3.15900 9.41800 -5.55700  C1 1.122
5 H -4.49800 10.54400 -6.04300  C1 1.073
6 H -3.50900 10.07800 -7.20800  C1 1.055
7 H -3.87200 7.70900 -7.02700  C2 1.107
8 H -5.07000 8.61900 -7.93500  C2 1.100
9 H -6.41400 8.16800 -6.26400  O3 0.941
10 C -3.50900 8.21400 -10.45700  C11 1.490, H13 1.081, H14 1.099, H15 1.121
11 C -4.02800 8.17900 -11.85300  C10 1.490, O12 1.397, H16 1.126, H17 1.046
12 O -3.21600 9.04800 -12.58600  C11 1.397, H18 1.006
13 H -4.32800 7.73900 -9.93500  C10 1.081
14 H -3.41000 9.17300 -9.93000  C10 1.099
15 H -2.54500 7.66400 -10.30100  C10 1.121
16 H -5.10600 8.50200 -11.82800  C11 1.126
17 H -3.97800 7.21400 -12.25400  C11 1.046
18 H -2.27300 8.70700 -12.50000  O12 1.006
19 C 0.38800 12.72400 -10.89000  C20 1.511, H22 1.035, H23 1.035, H24 1.059
20 C -1.05900 13.06700 -11.15600  C19 1.511, O21 1.419, H25 1.078, H26 1.088
21 O -1.88600 11.91400 -11.16900  C20 1.419, H27 0.929
22 H 0.46900 12.44500 -9.89700  C19 1.035
23 H 0.91500 13.61400 -10.85800  C19 1.035
24 H 0.80100 11.99500 -11.53800  C19 1.059
25 H -1.29800 13.60600 -12.05900  C20 1.078
26 H -1.43600 13.69700 -10.35300  C20 1.088
27 H -2.36200 11.89600 -11.96700  O21 0.929
28 C -3.30100 14.17800 -6.82200  O29 1.387, N30 1.327, N31 1.283
29 O -2.04900 14.33400 -7.39900  C28 1.387
30 N -3.94800 13.03400 -7.00300  C28 1.327, H32 1.006, H33 1.071
31 N -3.92600 15.09500 -6.17900  C28 1.283, H34 0.991, H35 1.043
32 H -3.45000 12.20600 -7.28200  N30 1.006
33 H -4.92100 12.82200 -6.60900  N30 1.071
34 H -3.36600 15.88000 -5.95000  N31 0.991
35 H -4.74500 14.94300 -5.55200  N31 1.043
36 C -1.19100 10.60200 -7.86000  O37 1.364, N38 1.315, N39 1.307
37 O -1.14600 9.40100 -8.50600  C36 1.364
38 N -0.70300 10.77000 -6.65100  C36 1.315, H40 1.038, H41 1.075
39 N -1.61600 11.72600 -8.37300  C36 1.307, H42 0.983, H43 0.982
40 H -0.17600 10.08400 -6.07800  N38 1.038
41 H -0.94500 11.61000 -6.02600  N38 1.075
42 H -1.75600 11.69400 -9.34500  N39 0.983
43 H -1.41500 12.60400 -7.98200  N39 0.982
44 C -0.25000 9.19900 -12.49800  O45 1.362, N46 1.280, N47 1.299
45 O -0.04800 10.32700 -13.23400  C44 1.362
46 N -0.53900 8.05200 -12.98600  C44 1.280, H48 1.061, H49 1.044
47 N -0.39500 9.16500 -11.20800  C44 1.299, H50 0.941, H51 1.051
48 H -0.42000 7.85200 -14.02100  N46 1.061
49 H -0.62300 7.26300 -12.30700  N46 1.044
50 H -0.34400 10.00800 -10.79300  N47 0.941
51 H -0.62900 8.40900 -10.51600  N47 1.051
52 C -5.32900 14.45500 -9.98400  O53 1.353, N54 1.317, N55 1.314
53 O -6.09000 15.02700 -9.02200  C52 1.353
54 N -5.65400 14.52600 -11.25800  C52 1.317, H56 1.003, H57 1.016
55 N -4.32800 13.66100 -9.67900  C52 1.314, H58 1.022, H59 1.020
56 H -6.33000 15.21800 -11.52200  N54 1.003
57 H -5.08500 14.18700 -12.02800  N54 1.016
58 H -4.12700 13.65000 -8.67700  N55 1.022
59 H -3.66800 13.41400 -10.41600  N55 1.020
60 C -0.18300 6.97100 -6.10900  O61 1.357, N62 1.313, N63 1.339
61 O -0.46400 6.09400 -5.11300  C60 1.357
62 N -1.18900 7.51200 -6.75700  C60 1.313, H64 1.040, H65 1.044
63 N 1.06000 7.22600 -6.53700  C60 1.339, H66 0.994, H67 1.075
64 H -2.08700 7.33800 -6.26200  N62 1.040
65 H -1.22100 8.32000 -7.41800  N62 1.044
66 H 1.74900 6.76000 -5.99300  N63 0.994
67 H 1.32700 7.85600 -7.36600  N63 1.075
68 C 1.92900 10.05900 -8.67700  O69 1.391, H70 1.093, H71 1.099, H72 1.058
69 O 2.36100 8.81500 -8.22900  C68 1.391, H73 0.985
70 H 1.22000 10.06100 -9.50900  C68 1.093
71 H 2.79700 10.65800 -8.98700  C68 1.099
72 H 1.43300 10.59000 -7.90800  C68 1.058
73 H 3.33300 8.68300 -8.32200  O69 0.985
74 C -1.65600 9.33900 -3.55900  O75 1.408, H76 1.096, H77 1.083, H78 1.057
75 O -1.99000 8.08700 -3.00900  C74 1.408, H79 0.976
76 H -0.97800 9.83900 -2.85800  C74 1.096
77 H -2.51100 10.00200 -3.50900  C74 1.083
78 H -1.19300 9.29000 -4.50800  C74 1.057
79 H -2.31400 7.51500 -3.73000  O75 0.976
80 C 0.03900 12.96000 -4.20700  O81 1.378, H82 1.068, H83 1.071, H84 1.083
81 O -1.09900 12.66600 -4.92600  C80 1.378, H85 0.984
82 H 0.02100 12.46400 -3.26100  C80 1.068
83 H 0.22900 14.01300 -4.17100  C80 1.071
84 H 0.88100 12.57500 -4.76900  C80 1.083
85 H -1.85800 12.58100 -4.30500  O81 0.984
86 C -2.28500 16.38600 -9.82600  O87 1.358, H88 1.043, H89 1.064, H90 1.110
87 O -1.26500 16.22000 -8.94500  C86 1.358, H91 0.917
88 H -3.23400 16.38700 -9.39400  C86 1.043
89 H -2.30500 15.62300 -10.56800  C86 1.064
90 H -2.26500 17.37700 -10.32600  C86 1.110
91 H -1.41100 15.50700 -8.38700  O87 0.917
92 C 1.68000 9.20800 -3.71900  O93 1.429, H94 1.069, H95 1.079, H96 1.080
93 O 1.14800 9.43000 -5.02700  C92 1.429, H97 0.957
94 H 2.59800 8.66200 -3.76500  C92 1.069
95 H 1.02100 8.62700 -3.09300  C92 1.079
96 H 1.76500 10.14500 -3.18900  C92 1.080
97 H 1.14100 8.60000 -5.50300  O93 0.957
98 C 0.85800 14.02800 -7.46000  O99 1.423, H100 1.100, H101 1.095, H102 1.074
99 O 1.46800 12.79200 -7.10700  C98 1.423, H103 0.978
100 H 0.19600 14.43900 -6.68400  C98 1.100
101 H 0.40100 14.00000 -8.45500  C98 1.095
102 H 1.67500 14.72000 -7.54700  C98 1.074
103 H 0.77200 12.12800 -6.93000  O99 0.978
104 C -5.62000 10.71600 -10.15900  O105 1.423, H106 1.065, H107 1.104, H108 1.066
105 O -5.03000 11.10200 -8.92300  C104 1.423, H109 1.010
106 H -6.25900 9.87800 -10.00400  C104 1.065
107 H -4.91100 10.56600 -10.99200  C104 1.104
108 H -6.29000 11.48100 -10.47800  C104 1.066
109 H -4.57400 11.96700 -9.17600  O105 1.010
110 C 0.10500 5.28100 -8.91000  O111 1.432, H112 1.061, H113 1.061, H114 1.075
111 O -0.26700 6.60900 -9.29500  C110 1.432, H115 0.947
112 H 0.36900 4.75000 -9.79000  C110 1.061
113 H -0.69700 4.77900 -8.42900  C110 1.061
114 H 0.87800 5.31800 -8.16400  C110 1.075
115 H -0.63100 7.00700 -8.51700  O111 0.947
116 C -3.92400 12.30500 -3.75600  O117 1.356, H118 1.107, H119 1.069, H120 1.069
117 O -2.99800 12.51600 -2.78800  C116 1.356, H121 0.983
118 H -4.42400 13.19900 -4.17500  C116 1.107
119 H -4.76700 11.69200 -3.51700  C116 1.069
120 H -3.50200 11.76800 -4.57900  C116 1.069
121 H -3.53000 12.43900 -1.96500  O117 0.983

Calculated values
Highest occupied orbital energy (eV): -9.16
Total charge: 0
E (Ha): -2632.86799
Spin multiplicity: 1
LUMO energy (eV): -0.06

Atom charges from the Löwdin analysis, given in e for atoms 1 to 5: C -0.0702; C -0.3181; O -0.0344; H 0.0730; H 0.0486